# 1
10
Properties=species:S:1:pos:R:3:forces:R:3:mulliken_charge:R:1 method="wB97M-V/def2-TZVPD" multiplicity=1 lumo_ev=4.8 total_charge=-1 gap_ha=0.31624 total_energy_ha=-583.8338 e_homo_ev=-3.77 largest_force_ha_per_bohr=0.07244
N -2.825 -0.467 0.490 -0.8579 0.3562 -0.7043 -0.612
N -0.666 0.605 -0.771 -1.5858 -1.1966 -0.1248 -0.659
N 2.161 -0.450 0.016 3.0135 -0.8583 2.0143 -0.545
O 2.248 0.840 -0.491 0.0625 1.2827 -0.4062 -0.399
P -1.267 -0.339 0.416 1.1503 0.8801 0.0374 -0.162
H 1.316 1.127 -0.520 -0.2723 0.1482 -0.2879 0.387
H -3.214 -0.955 1.283 0.3326 -0.2778 0.0927 0.240
H -1.411 0.700 -1.519 0.9625 0.3335 0.9304 0.190
H 1.218 -0.666 0.056 -2.3950 -0.7054 -0.1285 0.326
H 2.440 -0.396 1.039 -0.4103 0.0374 -1.4231 0.235

# 2
57
Properties=species:S:1:pos:R:3:forces:R:3:mulliken_charge:R:1 method="wB97M-V/def2-TZVPD" multiplicity=1 lumo_ev=3.0 total_charge=-1 gap_ha=0.17099 total_energy_ha=-1718.7932 e_homo_ev=-1.61 largest_force_ha_per_bohr=0.12044
Bi 0.000 0.000 0.000 -1.1636 -1.8790 -3.0128 1.477
C 1.844 3.029 -0.501 0.4740 2.0372 2.1460 0.726
Si 1.273 2.997 1.292 -0.1028 -0.3874 -0.3430 -0.226
C 0.214 4.514 1.599 -0.0543 0.2847 0.1714 -1.188
C 2.790 3.078 2.394 0.1752 0.1578 0.2398 -1.193
N 0.375 1.533 1.556 1.1006 3.5714 2.9736 -0.097
C -0.206 1.126 2.707 0.3662 0.1617 -0.8744 0.958
C -0.206 1.808 3.939 -0.5211 -0.2090 1.3436 -0.331
C -0.842 1.300 5.083 0.3189 0.1312 -0.8031 -0.867
C -1.507 0.081 5.037 -0.0223 0.0927 0.2428 -0.459
C -1.532 -0.624 3.841 0.4378 0.2609 -0.9490 -0.964
C -0.894 -0.107 2.708 -1.0003 0.2873 3.7248 0.117
F -0.962 -0.848 1.586 -3.1573 -3.3892 4.1111 -0.079
H 2.415 3.940 -0.704 0.0838 0.2449 0.1750 0.451
H 0.987 3.003 -1.180 2.3054 1.5254 2.1477 -0.231
H 2.483 2.169 -0.719 -0.7026 3.2032 1.2167 -0.262
H 0.762 5.421 1.326 -0.0277 0.0292 -0.0163 0.340
H -0.076 4.604 2.650 -0.0540 0.0312 -0.0176 0.303
H -0.698 4.477 0.996 0.0842 -0.0062 0.0405 0.286
H 3.397 3.952 2.139 0.0431 -0.0094 0.0063 0.346
H 3.410 2.186 2.262 -0.0616 0.0750 -0.0034 0.276
H 2.523 3.155 3.451 0.0555 -0.0299 0.0162 0.293
H 0.296 2.764 4.041 0.0153 -0.1268 -0.2762 0.141
H -0.808 1.871 6.005 -0.0002 -0.0289 -0.0543 0.386
H -1.998 -0.312 5.918 0.0095 -0.0255 -0.0739 0.358
H -2.040 -1.577 3.764 0.0195 -0.0045 -0.0585 0.442
B 1.577 1.282 -2.798 -0.1846 -0.7307 -0.7424 0.244
N 2.508 0.942 -1.646 3.8443 -2.2106 -0.6632 -0.334
C 3.895 1.081 -1.570 -1.2634 -1.1419 0.1650 -0.136
C 4.280 0.559 -0.347 0.3166 0.2012 -0.2989 -1.103
C 3.104 0.136 0.282 1.1906 0.2886 0.2708 -0.327
N 2.087 0.399 -0.496 2.2184 -0.6604 -2.3794 0.054
N 0.409 2.113 -2.293 -3.1140 1.6881 -2.7860 -0.152
C -0.099 3.309 -2.801 -0.4301 -1.5865 0.3990 -0.104
C -1.213 3.622 -2.040 0.1564 0.3020 -0.3483 -0.924
C -1.327 2.607 -1.083 -0.3950 1.0877 -0.2177 -0.375
N -0.348 1.757 -1.246 -0.3814 0.9118 -3.3018 -0.224
H 2.158 1.835 -3.682 0.2065 0.3832 0.0289 -0.165
H 1.135 0.258 -3.214 -0.2497 -0.5147 -0.1302 -0.159
H 4.538 1.505 -2.333 -0.5779 0.0111 -0.0562 0.426
H 5.289 0.499 0.034 -0.1149 0.0095 -0.0040 0.413
H 3.032 -0.307 1.271 -0.4199 0.1123 -0.2900 0.471
H 0.300 3.869 -3.639 0.2732 -0.4634 0.2015 0.432
H -1.853 4.482 -2.167 0.0603 -0.0833 0.0489 0.403
H -2.082 2.544 -0.305 0.3859 -0.3658 -0.0372 0.444
C 1.530 -4.719 -0.706 -0.0233 0.0967 0.0550 -0.416
C 1.745 -4.074 0.512 -0.0242 0.0142 0.0450 -0.723
C 1.313 -2.761 0.690 -0.0956 -0.5715 -0.8918 -0.396
C 0.666 -2.093 -0.347 0.6828 -1.6423 -0.6125 0.472
C 0.450 -2.736 -1.564 0.4187 -0.7068 0.2255 -0.513
C 0.882 -4.050 -1.745 0.0166 0.0510 0.0210 -0.549
H 1.867 -5.743 -0.846 -0.0285 0.0947 0.0260 0.348
H 2.250 -4.595 1.321 0.0026 -0.0531 -0.0474 0.351
H 1.476 -2.251 1.635 0.0637 -0.0079 0.2234 0.225
H -0.055 -2.208 -2.367 0.0235 -0.1181 0.0268 0.276
H 0.714 -4.551 -2.694 0.0294 -0.0468 0.0516 0.361
H -1.502 -0.607 -0.926 -1.2086 -0.3459 -1.0545 -0.321

# 3
22
Properties=species:S:1:pos:R:3:forces:R:3:mulliken_charge:R:1 method="wB97M-V/def2-TZVPD" multiplicity=1 lumo_ev=0.5 total_charge=0 gap_ha=0.35013 total_energy_ha=-1704.0211 e_homo_ev=-9.06 largest_force_ha_per_bohr=0.08132
C -0.814 0.399 -0.290 -1.1814 0.2830 1.8376 -0.224
C 0.458 -2.090 0.795 -0.7027 1.1472 -0.5679 0.840
C 0.564 2.516 -1.014 -0.1850 1.2313 1.8891 0.469
C -2.121 0.549 -1.089 1.1511 2.4071 -0.9787 -1.203
C 0.297 -3.193 1.834 -0.2024 -1.3510 2.0928 -1.294
C 1.838 2.270 -1.211 -1.6146 -1.0507 2.8565 -0.676
O -1.502 3.059 0.691 -1.9988 1.2151 -0.1274 -0.541
F 0.385 -2.605 -0.512 0.0622 -0.0710 0.6807 -0.257
F -0.083 3.303 -1.853 -0.9187 -0.0687 -0.6359 -0.256
S -0.961 -0.907 0.988 -0.1137 -0.1654 0.4364 -0.164
S 2.129 -1.429 1.038 0.4114 0.0768 0.2203 -0.199
S -0.382 2.176 0.587 2.5602 -2.8475 -1.6800 0.494
H 0.165 0.254 -0.644 0.7553 -0.3565 -1.5240 0.409
H -2.020 1.093 -2.093 0.3635 -0.7624 1.3056 0.271
H -2.689 1.280 -0.494 -0.3758 -0.4135 -0.1109 0.375
H -2.688 -0.330 -1.284 -0.1385 -0.8408 0.2564 0.410
H -0.153 -2.866 2.871 0.8439 -0.0451 -2.2154 0.313
H 1.369 -3.545 2.129 -2.0322 0.0192 -0.7419 0.353
H -0.419 -4.034 1.485 1.5443 1.3294 0.2725 0.306
H 2.074 -0.138 0.659 -0.4864 -0.2444 -0.1149 0.005
H 2.413 1.797 -0.446 0.4021 -0.2717 0.0738 0.243
H 2.140 2.441 -2.148 1.8564 0.7796 -3.2248 0.329

# 4
18
Properties=species:S:1:pos:R:3:forces:R:3:mulliken_charge:R:1 method="wB97M-V/def2-TZVPD" smiles="C=C[Si](O)(C=C)C=C" multiplicity=1 lumo_ev=0.7 total_charge=0 gap_ha=0.37521 total_energy_ha=-599.2860 e_homo_ev=-9.48 largest_force_ha_per_bohr=0.08207
C 2.193 1.471 0.481 -2.2137 -2.2289 -0.0398 -0.630
C -1.448 2.102 -0.591 1.8596 3.7874 -0.0998 -0.609
C 0.113 -2.648 -1.130 1.7549 0.8996 0.4936 -0.603
C 1.507 0.483 -0.106 -2.8357 -0.6763 2.6233 -0.338
C -1.577 0.862 -0.225 -1.1678 -3.4021 0.6858 -0.177
C -0.492 -2.129 -0.061 -0.1968 0.8874 -0.4733 -0.292
O -0.325 -0.611 2.185 1.2252 -1.8570 -2.4391 -0.540
Si -0.271 -0.375 0.554 1.5239 2.0094 -1.0894 0.684
H 3.046 1.827 -0.008 1.2646 0.9928 -0.0909 0.307
H 1.790 1.721 1.457 0.7296 0.7823 -0.0120 0.216
H -2.165 2.800 -0.992 -1.1039 -0.7297 -0.3391 0.287
H -0.558 2.817 -0.489 -0.4346 -1.9062 0.2808 0.178
H 0.012 -3.701 -1.231 -0.0928 -0.7335 -0.8799 0.293
H 0.957 -2.123 -1.697 -1.5555 -0.7501 0.6956 0.160
H 1.704 0.004 -1.005 1.0578 -0.2676 -1.8770 0.210
H -2.586 0.349 -0.437 1.3382 0.9074 0.3323 0.229
H -1.207 -2.761 0.472 0.2222 0.1017 -0.0090 0.317
H -0.693 -0.088 2.824 -1.3752 2.1835 2.2378 0.308

# 5
94
Properties=species:S:1:pos:R:3:forces:R:3:lowdin_spin:R:1 method="wB97M-V/def2-TZVPD" s2=2.007 multiplicity=3 lumo_ev="-2.5 / -4.2" total_charge=+1 gap_ha="0.30520 / 0.26358" total_energy_ha=-6029.9504 e_homo_ev="-10.82 / -11.41" largest_force_ha_per_bohr=0.06192
Pd -0.772 0.511 -0.363 0.3551 -1.1874 -0.1373 1.331
C 0.817 2.206 -4.722 0.4917 -2.5814 1.5498 0.000
C 1.711 1.007 -4.189 0.5280 -0.4234 -0.9476 0.000
C 3.229 1.192 -4.507 0.3720 0.0639 0.0084 0.000
C 1.649 0.543 -2.755 0.0865 1.1648 1.7940 0.003
C 1.240 -0.749 -2.362 0.2940 2.0662 -1.5413 0.024
C 1.367 -1.146 -1.056 0.1450 -1.9792 0.3705 0.017
C 1.367 -2.737 -0.853 0.9784 1.2242 0.3641 -0.001
C 2.826 -3.148 -1.416 -0.0799 0.0890 0.9763 0.000
C 0.280 -3.525 -1.640 1.0376 -0.1935 0.5422 0.000
C 1.877 -0.250 -0.081 -0.5795 0.3009 1.2945 0.034
C 2.276 1.062 -0.408 0.9572 0.4825 0.2595 0.016
C 2.196 1.401 -1.742 -0.7620 -0.6403 -2.3435 0.030
C 3.043 2.170 0.431 0.3902 -0.0119 -0.7367 0.000
C 3.446 1.948 1.885 1.2293 0.7131 0.5352 0.000
C 2.294 3.509 0.360 1.2193 -0.2335 -1.0851 0.000
C 2.031 -0.733 1.342 0.3083 -1.5910 -1.6107 0.003
C 3.333 -1.152 1.729 0.0813 1.7033 -0.9879 0.001
C 3.565 -1.628 2.968 -1.1273 -1.1218 1.5257 0.000
C 2.474 -1.978 3.826 1.7566 0.4938 -0.7974 0.002
C 1.229 -1.701 3.395 -1.0457 0.1895 -1.0030 0.007
C 0.950 -1.117 2.110 0.2098 0.0620 2.3644 0.023
P -0.791 -0.742 1.807 -0.6440 0.8568 -1.1736 0.134
C -1.399 0.653 2.969 0.1739 -0.5003 -3.0416 0.011
C -1.381 0.432 4.387 1.4034 -0.6101 2.6227 0.005
C -0.342 1.712 2.655 -0.4742 1.7489 1.0950 0.008
C -2.804 1.048 2.557 -1.2635 1.0170 0.3204 0.001
C -1.850 -2.285 2.010 2.0772 0.7232 0.0312 0.018
C -2.402 -2.320 3.409 -0.3057 -1.1153 1.0648 0.006
C -1.032 -3.548 1.722 -1.7851 -0.5006 0.9481 0.001
C -3.009 -2.155 1.031 -0.6634 0.0115 2.3804 0.004
H 0.999 2.447 -5.741 0.6589 0.3872 -0.6398 0.000
H 0.939 2.950 -4.001 0.1735 1.9117 0.5596 0.000
H -0.212 1.903 -4.654 -0.5964 -0.1834 0.0812 0.000
H 1.351 0.147 -4.746 0.2396 -0.3095 -0.3552 0.000
H 3.660 2.159 -4.236 -0.4833 0.1854 0.2963 0.000
H 3.386 1.149 -5.566 -0.0195 -0.1379 -0.7634 0.000
H 3.942 0.463 -4.063 -0.8883 0.0765 -0.0857 0.000
H 0.963 -1.427 -3.163 -0.1465 -0.1031 0.2511 0.001
H 1.228 -2.823 0.248 0.4695 -0.6743 -0.8515 0.000
H 2.786 -2.957 -2.472 0.2108 0.7448 -0.5467 0.000
H 3.103 -4.190 -1.440 -0.6969 -0.8266 0.6175 0.000
H 3.764 -2.714 -0.953 -1.4712 0.2854 -0.3766 0.000
H 0.480 -3.474 -2.708 -0.0874 -0.1532 -0.0631 0.000
H -0.728 -3.244 -1.449 -0.8625 1.0408 0.1224 0.000
H 0.216 -4.576 -1.329 0.7421 0.0534 -0.1742 0.000
H 2.610 2.342 -2.124 -0.2242 -0.2520 0.4169 0.001
H 4.004 2.301 -0.163 -1.0614 -0.1212 0.6342 0.000
H 2.730 1.388 2.443 -0.5708 -0.1418 0.5171 0.000
H 3.716 2.894 2.455 -0.8358 -0.7913 -0.9638 0.000
H 4.387 1.418 1.960 0.1118 -0.5310 -0.1165 0.000
H 1.336 3.446 0.798 -0.9757 0.0894 1.0448 0.000
H 2.098 3.779 -0.669 0.0619 0.2398 -0.3454 0.000
H 2.953 4.267 0.794 -0.5210 0.0422 0.0878 0.000
H 4.198 -0.903 1.082 -0.7705 -0.2259 0.3305 0.000
H 4.556 -1.781 3.308 0.8469 -0.3031 0.1961 0.000
H 2.631 -2.454 4.780 0.1505 0.0775 0.1589 0.000
H 0.421 -1.950 4.050 -0.5121 -0.1282 0.1368 0.001
H -0.361 0.170 4.679 -0.0819 -0.6109 0.3291 0.000
H -2.120 -0.229 4.832 0.1025 0.1085 -0.1582 0.000
H -1.441 1.402 4.834 -0.5920 0.7450 0.5556 0.001
H 0.616 1.394 3.048 0.2458 0.0025 -0.1312 0.000
H -0.593 2.670 3.179 0.0264 -0.7367 0.0781 0.000
H -0.275 2.097 1.652 0.0913 -0.5288 -0.6172 0.004
H -3.601 0.287 2.717 0.7889 0.2267 0.0509 0.000
H -2.854 1.356 1.510 -0.0300 0.2130 0.4078 0.000
H -3.119 1.905 3.243 0.4220 -0.8059 -1.0956 0.000
H -1.716 -2.235 4.274 -0.1083 0.1561 -0.8223 0.000
H -2.884 -3.288 3.569 -0.0268 -0.2031 -0.1636 0.002
H -3.207 -1.621 3.502 -0.2954 0.6186 0.3188 0.000
H -0.291 -3.903 2.414 0.1853 0.3896 0.8686 0.000
H -0.546 -3.531 0.812 0.7990 0.2205 -2.1164 0.000
H -1.794 -4.333 1.662 0.1692 -0.2052 -0.0372 0.000
H -3.603 -1.278 1.356 0.1851 -0.3789 -0.7299 0.000
H -3.583 -3.031 1.303 -0.6638 -0.2746 -0.4720 0.000
H -2.762 -2.154 0.009 0.3767 0.0900 -1.1550 0.000
Br -6.343 -0.198 -4.148 -0.8327 0.1441 -0.1981 -0.001
C -4.856 -0.133 -3.058 -0.1705 0.9128 -0.2789 -0.003
C -4.795 0.567 -1.868 -2.6207 0.1157 -0.5226 0.003
C -3.660 0.505 -1.134 -0.3993 0.2943 0.3966 0.004
N -2.588 -0.146 -1.503 1.4205 -1.1965 -1.5153 0.104
C -2.610 -0.790 -2.734 -1.1644 1.5203 2.5441 0.008
C -3.728 -0.736 -3.535 1.9280 -0.6778 0.6255 0.005
H -5.681 1.114 -1.465 0.8804 -0.5880 -0.4930 0.001
H -3.729 0.986 -0.188 0.6549 0.3362 0.5995 0.000
H -1.820 -1.451 -2.959 1.1699 -0.1643 -0.3036 0.000
H -3.576 -1.224 -4.466 -0.7388 -0.3451 -0.7846 0.001
Cl -0.658 5.316 -2.319 -0.2245 -0.2563 -0.0519 0.003
C -1.757 4.398 -1.284 -0.1874 0.3455 -0.4958 0.003
Cl -3.403 4.240 -2.050 0.6834 0.2433 0.3150 0.000
Cl -1.850 5.189 0.282 -0.1975 0.1426 -0.0519 0.003
C -1.309 2.954 -1.113 -0.4789 -1.5533 0.5167 0.010
O -0.723 2.283 -1.977 -0.0204 0.8220 0.2764 0.039
O -1.712 2.416 -0.016 0.3974 0.4061 -0.4992 0.127

# 6
27
Properties=species:S:1:pos:R:3:forces:R:3:mulliken_charge:R:1 method="wB97M-V/def2-TZVPD" smiles="C[C@H](NC(=O)[C@@H](N)CC(N)=O)C(=O)O" multiplicity=1 lumo_ev=0.4 total_charge=0 gap_ha=0.35587 total_energy_ha=-739.8285 e_homo_ev=-9.28 largest_force_ha_per_bohr=0.07304
C 1.261 0.858 -0.194 1.0160 -0.4561 1.3199 0.478
C 0.188 -0.252 -0.118 -0.5217 1.7497 -0.6065 0.139
C 2.590 0.396 0.547 -0.3699 0.7573 -0.2620 -0.579
C 3.602 -0.292 -0.339 1.4087 1.4026 0.3174 0.376
C -2.212 -0.651 -0.104 0.0286 0.1424 -1.0153 0.364
C -3.494 0.079 -0.584 0.0573 -3.7456 0.2685 0.305
C -2.445 -1.277 1.248 -0.4055 -0.5652 0.3067 -1.394
H 1.354 2.890 -0.012 -0.3393 -0.2454 0.4763 0.285
H 0.609 2.169 1.331 0.4050 -0.0733 -0.5714 0.183
H 1.570 1.067 -1.227 -0.4038 -0.4129 0.0329 0.319
H 2.478 -0.267 1.414 -0.5940 0.2126 -0.0793 0.289
H 3.024 1.346 0.893 0.2051 -0.5474 -0.0695 0.239
H 2.252 -1.791 -0.905 0.0298 0.6248 0.4621 0.241
H 3.852 -1.939 -1.499 -0.3651 0.8245 0.3915 0.213
H -1.164 1.216 -0.091 -0.1325 0.5592 0.0049 0.329
H -1.948 -1.378 -0.906 -0.6465 -0.0275 0.6716 0.332
H -3.301 -1.961 1.166 0.2077 0.2416 0.2723 0.361
H -1.570 -1.844 1.599 -0.2634 0.2902 -0.2719 0.375
H -2.663 -0.466 1.960 -0.0187 -0.3685 -0.0530 0.344
H -4.191 1.616 -1.215 0.1933 0.3172 -0.0392 0.374
N 0.757 2.130 0.317 -0.2554 0.1747 -0.2292 -0.735
N 3.165 -1.356 -1.002 0.3463 -2.1971 -1.3998 -0.285
N -1.076 0.222 -0.081 0.7959 0.2872 0.1734 -0.131
O 0.448 -1.430 -0.148 0.3680 -1.2454 0.0370 -0.744
O 4.760 0.139 -0.430 -1.1100 -0.5526 0.0568 -0.676
O -4.532 -0.549 -0.720 0.9084 1.2115 0.2211 -0.576
O -3.316 1.325 -0.898 -0.5442 1.6415 -0.4154 -0.426

What did the sixth record say?
27
Properties=species:S:1:pos:R:3:forces:R:3:mulliken_charge:R:1 method="wB97M-V/def2-TZVPD" smiles="C[C@H](NC(=O)[C@@H](N)CC(N)=O)C(=O)O" multiplicity=1 lumo_ev=0.4 total_charge=0 gap_ha=0.35587 total_energy_ha=-739.8285 e_homo_ev=-9.28 largest_force_ha_per_bohr=0.07304
C 1.261 0.858 -0.194 1.0160 -0.4561 1.3199 0.478
C 0.188 -0.252 -0.118 -0.5217 1.7497 -0.6065 0.139
C 2.590 0.396 0.547 -0.3699 0.7573 -0.2620 -0.579
C 3.602 -0.292 -0.339 1.4087 1.4026 0.3174 0.376
C -2.212 -0.651 -0.104 0.0286 0.1424 -1.0153 0.364
C -3.494 0.079 -0.584 0.0573 -3.7456 0.2685 0.305
C -2.445 -1.277 1.248 -0.4055 -0.5652 0.3067 -1.394
H 1.354 2.890 -0.012 -0.3393 -0.2454 0.4763 0.285
H 0.609 2.169 1.331 0.4050 -0.0733 -0.5714 0.183
H 1.570 1.067 -1.227 -0.4038 -0.4129 0.0329 0.319
H 2.478 -0.267 1.414 -0.5940 0.2126 -0.0793 0.289
H 3.024 1.346 0.893 0.2051 -0.5474 -0.0695 0.239
H 2.252 -1.791 -0.905 0.0298 0.6248 0.4621 0.241
H 3.852 -1.939 -1.499 -0.3651 0.8245 0.3915 0.213
H -1.164 1.216 -0.091 -0.1325 0.5592 0.0049 0.329
H -1.948 -1.378 -0.906 -0.6465 -0.0275 0.6716 0.332
H -3.301 -1.961 1.166 0.2077 0.2416 0.2723 0.361
H -1.570 -1.844 1.599 -0.2634 0.2902 -0.2719 0.375
H -2.663 -0.466 1.960 -0.0187 -0.3685 -0.0530 0.344
H -4.191 1.616 -1.215 0.1933 0.3172 -0.0392 0.374
N 0.757 2.130 0.317 -0.2554 0.1747 -0.2292 -0.735
N 3.165 -1.356 -1.002 0.3463 -2.1971 -1.3998 -0.285
N -1.076 0.222 -0.081 0.7959 0.2872 0.1734 -0.131
O 0.448 -1.430 -0.148 0.3680 -1.2454 0.0370 -0.744
O 4.760 0.139 -0.430 -1.1100 -0.5526 0.0568 -0.676
O -4.532 -0.549 -0.720 0.9084 1.2115 0.2211 -0.576
O -3.316 1.325 -0.898 -0.5442 1.6415 -0.4154 -0.426